1.
DFT (ωB97M-V with the def2-TZVPD basis set) results for a structure of composition C35H62IrN8O7P2S.

Computed properties:
- Energy above the lowest of the compared OMol25 structures with the same formula, charge and spin: 0.00 kcal per mole
- Largest force on an atom: 0.49 eV Å⁻¹
- Gap between HOMO and LUMO (spin up / spin down): 7.77 / 4.92 eV
- Spin multiplicity: 2
- <S²>: 0.78
- LUMO energy (spin up / spin down): -9.50 / -12.36 eV
- HOMO energy (spin up / spin down): -17.2735 / -17.2735 eV
- Total charge: +4

Structure (XYZ):
```
116
Properties=species:S:1:pos:R:3:forces:R:3
H 1.74528 -0.28522 -3.35772 0.008 0.008 0.001
H 1.13055 3.17026 -2.36610 0.001 0.001 0.006
H 4.98606 -1.02770 3.71820 -0.001 0.000 -0.003
H -3.28842 2.69793 -0.41131 0.008 0.032 -0.010
C 0.62738 0.43442 3.05924 0.015 0.014 -0.029
H 4.10757 -0.36358 -3.77352 -0.002 0.000 0.000
H -1.65383 2.38475 4.07941 0.005 -0.001 -0.003
H -1.83944 -0.26981 -5.02966 -0.001 -0.001 0.001
H -3.37723 1.71753 -4.93187 -0.003 -0.004 0.003
H 0.67107 -4.31975 -1.77948 0.003 -0.007 0.003
C -2.75514 1.44443 -4.08973 0.006 -0.007 0.003
H -3.10769 3.04625 3.34498 0.000 -0.003 0.008
Ir 0.49021 0.60118 -0.57010 0.310 0.135 -0.188
H 4.19185 3.94729 1.92964 0.020 -0.006 0.002
H -4.83144 1.45979 2.29238 -0.004 -0.003 0.005
H 3.33562 -3.10902 -2.77865 0.005 -0.006 0.003
H 4.71544 2.41763 1.22532 -0.015 -0.015 -0.009
C 1.57093 -3.71477 -1.65239 0.041 0.005 0.022
C 3.91219 2.90393 1.77896 0.010 -0.003 0.003
H -1.09649 -4.77708 0.99510 -0.014 0.009 -0.007
C 2.10188 2.79598 -2.03024 -0.019 -0.015 -0.010
H 2.10945 -4.10991 -0.78829 0.003 0.009 0.004
H -3.53148 2.95851 -2.77711 0.004 0.003 -0.003
H 2.87927 -3.21158 3.32220 0.002 0.000 -0.001
N 0.84545 -1.27140 -1.12671 -0.148 -0.083 0.194
H 1.03462 5.26076 -0.19470 0.005 -0.003 0.004
C 1.79264 0.80474 -3.37395 -0.005 0.014 -0.007
C -1.08215 0.09486 -3.07243 -0.050 -0.079 0.044
H 1.14448 4.64097 1.45021 -0.005 -0.001 0.004
C 3.17257 -2.18909 3.55216 0.003 0.005 -0.002
C 4.12484 0.72794 -3.78744 -0.006 0.004 0.006
H 5.03253 -2.28988 2.46759 0.000 -0.002 0.001
N 4.40091 1.23126 -2.44355 0.009 -0.002 -0.006
O 2.53419 -1.44770 2.41173 -0.020 -0.013 0.015
H -9.18802 -5.26584 -3.39213 0.001 0.001 0.000
C 2.57679 -1.76298 4.87254 0.003 -0.007 0.000
H -0.38627 -0.72741 -3.10802 -0.007 0.026 -0.013
C -2.35048 2.26804 3.24912 -0.001 -0.001 -0.004
H -8.48914 -3.16400 -4.54595 0.002 0.000 0.000
C -2.82051 2.15195 -2.90006 -0.057 -0.060 0.011
C -4.07676 0.67521 2.23365 -0.004 -0.005 0.014
H 2.83825 -0.73122 5.11630 -0.001 0.000 -0.001
H 4.63812 3.07898 -1.47610 0.000 -0.002 -0.001
C 3.70754 2.25031 3.12496 -0.005 -0.004 -0.026
H -2.01130 1.70621 0.27524 -0.024 -0.025 0.001
H 2.99177 -2.39241 5.65961 0.001 -0.001 0.001
H 0.44825 1.50089 2.89749 -0.009 -0.004 0.035
C -3.01849 0.91176 3.28736 0.020 0.010 0.009
H 2.32262 3.16169 -1.03141 0.012 0.001 0.015
C -0.74949 -3.74685 1.07910 0.009 -0.012 0.012
H 4.65669 2.15760 3.64773 -0.006 0.009 0.019
H 1.89921 -3.38888 -3.78579 0.001 0.007 0.001
H 2.45745 2.35588 4.88670 0.010 0.006 0.007
S -4.66317 -2.57785 -1.55366 -0.227 -0.160 -0.083
N -1.47480 3.64769 -0.19614 0.040 -0.020 -0.033
N -1.07091 0.83460 -1.94934 0.076 0.109 -0.016
H -3.44602 0.74972 4.27490 -0.001 0.019 0.005
H -5.96131 -4.85206 -0.80517 0.003 0.000 -0.002
H -3.06183 -4.05051 2.59857 -0.002 0.001 -0.012
C 4.42465 2.69557 -2.47511 0.000 -0.004 0.005
C -7.92192 -3.54623 -3.70715 0.005 0.001 0.001
H 1.49372 -1.89256 4.88574 -0.001 0.001 -0.001
H 4.90866 1.05283 -4.46896 0.002 0.000 0.001
H 2.78059 -4.74976 -3.09426 -0.007 0.000 -0.005
C 0.45256 4.86097 0.63996 0.002 0.007 -0.021
C 2.86768 2.69820 -4.27779 0.004 -0.003 0.008
H -2.85065 -2.62465 3.61050 0.000 -0.009 -0.001
C 4.67060 -2.03825 3.46344 0.001 -0.003 0.003
H 0.33481 -3.74267 0.96995 0.007 -0.017 0.000
O 3.33766 0.82529 2.93803 0.008 0.003 0.006
C 1.14615 -2.35951 -1.31484 0.040 0.029 -0.151
H 3.12840 3.88955 4.35392 -0.005 0.007 -0.011
H -3.06801 -2.44416 1.85380 -0.002 0.004 0.002
C -0.21348 3.60033 0.19698 0.118 0.091 -0.227
C -7.56851 -5.17581 -1.99736 -0.006 -0.001 -0.008
O -2.01834 -0.16540 3.20524 -0.050 -0.015 -0.033
P 2.19485 0.04700 2.26010 -0.021 -0.046 -0.033
H -1.20527 -3.15422 0.28183 0.010 0.015 -0.005
O -0.93227 -0.07180 0.87836 0.037 0.081 0.009
O -0.40858 -1.92267 2.62627 0.054 0.005 -0.084
H -1.94484 4.54088 -0.18491 -0.009 -0.006 0.015
C -6.79015 -2.86197 -3.26292 0.002 0.003 -0.001
H -1.81724 2.42688 2.30808 -0.003 0.003 -0.021
H -3.64547 0.67036 1.23223 0.004 0.005 -0.009
C -8.31659 -4.71068 -3.07414 0.003 -0.004 0.006
C 3.39160 0.78962 -1.53158 -0.023 -0.020 -0.014
H 1.91149 3.08174 -4.63841 -0.002 -0.001 0.002
C -2.23334 2.44446 -0.49042 0.001 0.003 0.034
C 2.69935 2.95001 4.00576 -0.009 -0.007 -0.003
C -1.12806 -3.19844 2.43428 -0.035 -0.011 0.037
C 2.45075 -3.72979 -2.91088 0.001 0.000 0.003
H -0.25991 5.61903 0.95787 0.002 0.002 -0.005
H -7.81571 -6.07720 -1.45240 0.001 0.002 0.000
N -6.49489 -4.50280 -1.59493 -0.002 0.004 0.005
H 3.65215 3.03235 -4.95387 0.000 0.002 -0.001
O 2.01429 0.34960 0.78979 0.043 0.154 0.000
H 3.35623 -0.29934 -1.49237 0.002 0.003 0.010
N 2.83244 1.23260 -4.25782 0.004 0.003 -0.005
C -1.90187 0.35660 -4.15096 -0.005 0.010 0.006
H -0.70333 -3.82187 3.21896 0.006 0.017 0.012
O 0.46215 2.53882 0.17203 -0.174 -0.162 0.425
H 5.20736 3.03244 -3.15206 0.001 0.000 0.000
H -6.46614 -1.95035 -3.74267 -0.001 0.000 0.001
H -4.57290 -0.27950 2.40334 0.006 -0.001 -0.007
C -6.05260 -3.34240 -2.18249 -0.019 0.005 0.015
P -0.76234 -0.44518 2.34528 0.000 -0.006 0.055
H 3.58827 1.18013 -0.54093 0.003 0.014 0.024
H 5.13300 -2.72588 4.17195 0.001 0.001 0.003
H 0.66628 0.24566 4.13295 0.009 -0.029 -0.004
H 1.78119 3.18848 3.46162 -0.004 -0.011 -0.002
H 2.98943 2.86925 1.19387 -0.008 0.022 0.007
N 3.13105 3.21418 -2.93345 -0.002 0.007 -0.005
H 0.85182 1.22473 -3.72395 0.019 -0.010 0.008
C -2.00154 1.81206 -1.83794 0.016 0.001 -0.018
C -2.61726 -3.05575 2.63972 -0.003 -0.012 0.001
N 1.99016 1.27475 -1.93908 -0.022 -0.001 -0.023
```
Forces are in eV/Å.

---

2.
DFT (ωB97M-V with the def2-TZVPD basis set) results for a cluster of 7 separate species, C35H63ClNO24 in total at a distorted geometry.

Computed properties:
- Largest force on an atom: 6.65 eV Å⁻¹
- Gap between HOMO and LUMO: 6.12 eV
- LUMO energy: 1.68 eV
- HOMO energy: -4.4303 eV
- Total charge: -1

Structure (XYZ):
```
124
Properties=species:S:1:pos:R:3:forces:R:3
C -3.79817 -0.39012 -2.98666 0.029 -0.005 -0.291
H -4.29516 -0.24505 -3.94773 -0.090 0.029 0.145
C 3.97247 -8.97562 4.10168 0.127 0.558 -0.043
H -2.46679 -2.26784 2.67110 -0.002 -0.340 -0.037
H 4.89460 2.22122 2.83838 -0.088 1.044 -2.263
O 5.89479 -0.60867 -0.44448 -3.727 3.016 3.467
C -1.99563 9.06081 -0.95759 -0.247 -0.134 0.018
H -5.14018 0.87276 -1.83206 0.072 0.124 -0.198
H 1.90667 -14.05732 4.33273 0.251 0.223 0.056
O -2.16440 8.23691 3.13037 0.217 0.024 -0.350
O 3.96423 -10.39424 4.26810 -0.448 -0.353 0.040
O 1.78539 -1.20549 1.10198 0.648 4.792 -0.941
C -10.35062 6.02387 -7.16943 -0.408 -0.099 -0.333
C -4.07212 0.75774 -2.03424 -0.110 -0.654 0.131
H -5.14199 4.54901 -4.88674 0.088 -0.169 -0.043
C -0.36018 -2.27343 3.05790 0.183 -0.315 0.206
H 7.54149 -2.17853 -1.00587 -0.169 -0.304 0.146
O -1.32724 9.21980 1.37939 0.002 -0.295 0.384
H 0.23712 -7.14926 4.23828 -0.103 0.027 0.150
O -1.68661 6.97676 1.30224 0.040 0.356 0.283
H 9.33246 -7.54888 -1.91608 -0.194 0.059 -0.033
H -3.64003 6.78814 3.24305 0.168 -0.095 -0.030
H -0.06120 -2.50631 2.03479 -0.106 0.210 0.049
H 8.27743 -2.91358 -2.42564 -0.021 -0.333 0.013
H -10.32278 6.90716 -7.81238 0.206 0.016 0.273
O 7.78923 -4.19758 -0.84870 0.528 -0.984 -0.215
H 7.58341 1.41937 1.71192 -1.638 0.727 -2.197
H -0.10969 8.39768 -0.10210 -0.188 -0.060 0.130
O -3.52426 3.67230 -3.89930 -0.235 -0.269 0.184
C -1.32725 -5.01034 3.93860 0.084 0.474 -0.331
H -0.91935 3.04278 1.71107 0.177 -1.246 -1.442
H 0.37407 -2.73952 3.71808 -0.154 -0.010 0.051
H 3.17892 0.60969 2.55708 -0.343 0.296 -1.903
H -3.55039 5.27066 -5.17360 0.100 -0.189 0.229
Cl 3.58498 1.08311 -1.82896 -0.147 0.087 0.271
H 5.36709 -3.30162 -1.50483 0.112 0.303 0.061
C -2.70809 7.06722 3.73978 -0.175 -0.339 0.301
O -8.46620 5.72472 -4.23289 -0.202 -0.019 -0.448
C 1.89514 0.00399 0.86657 0.245 -3.853 0.728
H -12.41193 5.60333 -7.64615 0.064 0.044 0.035
H 7.59826 -7.94014 -1.66045 0.150 0.047 -0.118
H -0.33645 10.14172 -0.13962 -0.106 -0.051 0.327
C 4.99390 -0.31139 0.57248 3.520 -5.265 -2.039
O 8.14618 -5.44862 -2.71276 0.190 -0.263 0.405
H -3.93940 3.71454 -5.92735 -0.173 0.017 0.090
O -3.51586 1.98439 -2.52857 -0.259 0.526 -0.263
O 0.92126 0.58689 -0.07267 -1.163 1.738 2.790
O -1.87618 -4.18261 3.03684 -0.101 -0.643 0.398
O 1.72460 -10.35552 3.89653 0.317 -0.231 0.173
H 1.82472 4.07708 2.87987 0.060 1.031 -1.326
O -0.76863 -4.68289 4.95786 -0.322 -0.286 -0.247
H 5.06428 3.89981 0.00873 -1.268 -1.469 -0.452
H -1.99671 6.23914 3.71527 -0.113 0.090 -0.152
C 2.93775 1.02593 1.50493 -0.861 -0.550 0.947
H -4.14790 -1.33264 -2.55953 0.054 0.083 0.025
O -9.53669 6.32595 -6.02881 0.326 -0.193 0.193
H -1.61716 2.63817 -0.01052 1.424 -0.290 1.236
C -4.08263 4.32871 -5.03551 -0.077 0.279 -0.326
O -5.20855 2.15336 -4.03712 0.241 0.291 0.193
C -0.84752 -7.24751 4.32024 0.165 -0.381 0.159
H 0.84811 4.90318 1.53416 1.471 0.136 0.591
C -9.19029 5.27229 -5.26935 -0.139 0.050 0.049
H -2.72804 -0.47116 -3.18989 -0.028 -0.036 0.178
O -9.49364 4.12189 -5.47126 0.160 0.449 0.040
H -12.18470 6.57557 -6.17654 0.033 0.055 -0.144
H 6.97608 3.25705 1.23478 0.160 -1.208 2.417
C 5.33494 1.88840 1.82540 0.426 0.312 -1.001
H 5.87873 -2.23086 -2.82508 0.042 0.013 0.220
H -2.73218 9.85110 -0.79457 0.133 0.073 -0.044
C -0.84975 9.19151 0.02739 0.066 -0.003 -0.581
C 7.50216 -3.04853 -1.66584 -0.349 0.846 -0.316
C -0.12992 1.09179 0.78009 -2.235 -1.877 2.563
H 1.99409 5.88941 2.64549 -0.344 -1.478 -0.939
H -1.13434 -8.23445 3.95501 -0.063 0.238 -0.172
O -0.66399 0.34888 1.65722 2.266 2.839 -3.518
H -9.01815 4.37448 -2.76165 0.082 -0.089 -0.139
H 0.10942 3.25019 0.21125 -1.160 -1.018 0.516
H -2.92732 7.30314 4.78183 0.107 0.233 -0.181
C 3.12603 4.75628 1.10614 -0.512 1.051 0.474
H 1.05136 -12.09853 2.13693 -0.054 -0.057 0.152
N 4.36084 1.87343 -0.53472 0.692 1.983 1.563
C 4.34221 1.17703 0.75297 1.095 -2.659 2.022
H 0.43826 -13.74154 2.37396 0.072 0.011 0.041
C 1.69295 -13.04379 3.98405 -0.398 -0.266 -0.219
H -2.51858 8.10937 -0.84494 0.178 0.004 -0.007
H 3.78728 -8.72287 3.05554 -0.122 0.018 0.151
H -3.58231 0.55752 -1.07795 0.093 0.300 -0.148
H -9.92119 5.19601 -7.73937 0.004 -0.028 0.233
O -1.48570 -6.27168 3.49970 -0.081 0.276 0.145
H 2.37559 2.00523 1.69564 0.982 -1.131 -0.687
O 4.74421 -1.26264 1.40111 -0.406 3.804 -1.163
H 0.88572 -12.65127 4.60779 0.128 0.163 -0.105
H 3.23609 -8.49532 4.74914 -0.014 -0.123 -0.169
C -1.76257 -2.78101 3.33106 0.360 0.746 0.056
C 6.11971 -3.14574 -2.28028 -0.148 -0.349 -0.111
C -4.19061 2.56449 -3.53319 0.292 -0.291 0.156
O 8.29250 -6.29958 -0.60790 0.102 0.001 -0.165
H -1.62706 9.12904 -1.98368 0.009 0.023 0.085
H 4.25025 3.68395 -1.60821 -0.116 -0.747 1.656
H 3.27986 5.79987 0.62576 0.077 -1.477 0.916
C 2.75452 -10.95086 4.10135 0.141 -0.022 -0.158
H -7.61833 3.87181 -3.76876 -0.182 0.047 0.007
H -1.16392 -7.15970 5.36192 0.125 0.134 -0.105
C -8.12188 4.71266 -3.28655 0.230 -0.354 0.366
C -11.78491 5.74491 -6.76277 -0.115 -0.123 0.221
C -1.71548 8.03549 1.88037 -0.065 0.128 -0.182
H 8.79106 -8.26895 -0.39093 -0.076 0.268 0.091
C 8.51639 -7.57951 -1.19075 0.059 -0.279 -0.021
O 2.89373 -12.28582 4.17834 0.063 0.353 0.196
C 4.20141 3.32816 -0.50664 0.425 0.995 -1.969
H 2.13178 -13.46386 1.91402 -0.044 -0.111 0.098
H -11.86203 4.85042 -6.14208 0.100 0.003 -0.144
C 6.72867 2.17694 1.56592 -0.775 -0.144 0.339
H -2.07643 -2.57783 4.35870 0.082 -0.240 -0.010
O 2.94162 3.83137 0.01192 0.704 0.007 1.310
H -7.43865 5.15167 -2.55831 -0.118 0.201 -0.220
C -0.69610 2.58288 0.68502 1.218 0.460 -1.346
H 4.96297 -8.61150 4.37634 -0.057 -0.308 -0.008
H 4.01700 4.47658 1.78987 -1.187 0.380 -1.312
C 1.85221 4.89598 2.07318 0.387 0.007 0.354
H -0.31074 -1.19424 3.20050 -0.047 -0.198 -0.090
C 8.08796 -5.32163 -1.51177 -0.470 0.956 0.156
H 6.04378 -3.98754 -2.97340 0.173 0.044 -0.050
C 1.30281 -13.08950 2.51905 0.014 0.183 -0.204
```
Forces are in eV/Å.